1.
64
Properties=species:S:1:pos:R:3:forces:R:3 method="wB97M-V/def2-TZVPD" e_homo_ev=-9.008 e_tot_ha=-7263.71940 homo_lumo_gap_ev=9.0 fmax_ha_per_bohr=0.0209
C 3.25773 1.42975 2.72631 -0.107 -0.123 0.091
C 2.09100 1.25104 1.75417 0.341 0.162 -0.025
B 2.37934 0.26744 0.55546 -0.225 -0.389 0.264
O 3.50206 -0.53859 0.63896 -0.070 0.071 -0.565
C 1.42488 0.07454 -0.74932 0.512 0.357 -0.010
C 2.38178 -0.02774 -1.96279 -0.013 -0.283 0.021
C 2.84296 -1.44918 -2.29286 0.136 0.444 -0.451
C 4.17591 -1.49060 -3.03480 -0.238 -0.046 -0.068
S 4.08465 -0.58077 -4.61244 -0.136 0.136 -0.205
C 0.63454 1.37328 -0.95772 0.233 0.048 0.012
O -0.25586 1.26354 -2.04542 -0.295 0.089 -0.169
O -0.30309 2.51830 -2.74184 0.237 -0.104 0.157
O 0.64411 -1.12214 -0.81456 -0.422 0.201 -0.129
C -0.15237 -1.58866 0.23912 -0.072 -0.427 0.383
C -1.03426 -0.57874 0.96101 -0.511 0.463 -0.352
O -2.13264 -0.18967 0.16037 0.227 -0.214 -0.011
C -2.72575 1.04069 0.48202 -0.598 0.065 -0.078
C -3.97894 1.21043 -0.40581 0.509 -0.148 -0.112
C -4.79664 -0.04174 -0.66671 -0.397 0.155 -0.097
C -3.01338 1.19518 1.95620 0.002 0.116 0.384
Br -3.97109 -0.21486 2.77177 -0.005 -0.068 -0.049
C -2.63499 2.26348 2.65701 0.041 0.070 -0.062
C -1.87812 3.43580 2.08141 -0.100 -0.430 -0.412
Br -3.01475 2.47472 4.49313 -0.085 -0.111 0.109
C 0.76915 -2.19952 1.33300 0.314 -0.102 -0.230
C 0.10874 -2.94603 2.45442 0.299 0.615 -0.273
O -0.16279 -2.48219 3.50134 -0.325 0.387 0.914
F -0.11425 -4.21921 2.21518 -0.115 -1.023 -0.313
C -0.99555 -2.72001 -0.43361 0.355 0.187 -0.070
F -2.11342 -2.95491 0.30388 0.092 -0.019 -0.018
F -0.26839 -3.87572 -0.42499 -0.124 0.057 -0.045
C -1.43369 -2.56182 -1.91540 0.085 -0.069 0.048
F -1.90300 -1.33982 -2.20831 -0.001 -0.038 0.007
F -0.39365 -2.82653 -2.74457 -0.097 0.030 0.113
H 3.47572 0.49572 3.23841 0.067 -0.110 -0.005
H 3.01743 2.16122 3.49350 0.049 0.136 0.031
H 4.17041 1.73930 2.22210 0.086 0.132 -0.037
H 1.26015 0.81671 2.31995 -0.196 0.022 -0.029
H 1.72991 2.22662 1.42480 -0.110 0.066 -0.111
H 4.32452 -0.08657 0.43111 0.179 -0.124 0.398
H 1.88559 0.38914 -2.83427 -0.082 0.073 -0.087
H 3.25366 0.60881 -1.79000 0.080 0.127 0.091
H 2.10071 -1.88100 -2.96080 -0.194 -0.306 0.241
H 2.92883 -2.05028 -1.39473 -0.059 -0.167 0.076
H 4.98197 -1.09066 -2.42802 0.139 0.035 0.027
H 4.39474 -2.51820 -3.30606 0.208 -0.130 0.196
H 5.20370 0.13831 -4.51888 0.119 0.003 0.097
H 1.38378 2.13314 -1.19412 0.049 0.082 -0.027
H 0.11884 1.71743 -0.06051 -0.257 -0.021 0.060
H -0.83854 3.08248 -2.16416 -0.150 -0.121 0.011
H -1.38951 -0.99919 1.89960 -0.035 -0.189 0.081
H -0.44116 0.29280 1.22672 0.238 0.059 0.034
H -2.06485 1.86104 0.19878 0.314 0.025 0.093
H -4.58584 2.00941 0.01585 -0.091 0.069 0.080
H -3.61010 1.56054 -1.37055 -0.004 0.098 -0.085
H -5.62746 0.22290 -1.32135 -0.041 0.017 -0.069
H -4.20998 -0.79257 -1.18275 0.130 -0.125 0.078
H -5.23448 -0.46320 0.23045 0.081 -0.120 0.141
H -2.41283 3.83331 1.22108 -0.064 0.215 0.012
H -1.74108 4.21445 2.81680 0.051 0.117 0.069
H -0.90906 3.09855 1.71438 0.203 0.088 0.088
H 1.52875 -2.81274 0.85650 -0.085 -0.159 -0.115
H 1.29109 -1.39509 1.84676 -0.049 0.164 -0.055
H -2.21756 -3.30283 -2.09189 -0.026 -0.015 -0.043

2.
74
Properties=species:S:1:pos:R:3:forces:R:3 method="wB97M-V/def2-TZVPD" e_homo_ev=-9.026 e_tot_ha=-3097.63730 relative_energy_kj_mol=36.0 homo_lumo_gap_ev=8.8 fmax_ha_per_bohr=0.0349
K 0.32076 0.42841 0.44793 -0.079 0.053 -0.379
O 0.39221 0.34105 -2.51499 -0.336 0.126 0.423
C -0.69258 0.40666 -3.04500 0.581 -0.420 -0.302
O -0.90850 0.23704 -4.32338 0.156 -0.121 -0.255
B -2.34497 0.35978 -4.64549 -0.042 0.077 0.082
O -2.91569 0.84631 -3.34086 -0.536 -0.469 0.058
C -2.04539 0.72368 -2.38009 0.205 0.551 0.055
O -2.20709 0.93412 -1.20266 0.129 -0.055 0.001
O -2.92159 -0.91896 -5.09487 0.477 0.388 0.743
C -3.56648 -0.72960 -6.22982 -0.453 -0.312 -0.297
O -4.17541 -1.56868 -6.82350 0.030 0.148 -0.170
C -3.42573 0.76461 -6.61046 -0.061 -0.244 0.313
O -2.62200 1.31781 -5.70134 0.077 0.161 0.045
O -3.97620 1.31767 -7.50543 0.022 0.196 -0.337
C 3.72739 -1.10085 3.14914 0.160 0.175 -1.736
O 2.90907 -0.85905 4.26419 0.126 -0.416 0.979
C 1.69278 -0.36105 4.13018 -0.258 -0.397 -0.683
O 1.27293 0.22130 3.15677 0.078 -0.076 0.000
O 0.99146 -0.68590 5.21280 0.233 0.182 0.155
C -0.40809 -0.42823 5.13825 -0.490 0.152 0.026
H 4.17344 -0.19144 2.74344 0.203 0.103 0.434
H 3.20830 -1.51274 2.27492 -0.505 -0.012 0.370
H 4.47552 -1.84229 3.40783 0.104 0.239 0.439
H -0.81207 -0.36426 6.14558 0.343 0.001 0.132
H -0.90279 -1.26386 4.64392 0.047 0.050 -0.199
H -0.61259 0.49478 4.60422 0.012 -0.043 -0.114
C -2.43197 -5.10859 -0.36990 0.025 -1.149 0.649
O -2.15747 -3.77825 -0.75441 -0.467 0.257 -0.714
C -1.31805 -3.04032 -0.06329 0.640 -0.419 -0.162
O -1.05375 -1.90885 -0.33833 -0.123 0.841 -0.052
O -0.71504 -3.72688 0.90986 -0.363 -0.480 0.701
C -0.02212 -2.96377 1.88042 0.427 1.115 0.213
H -3.18891 -5.55438 -1.00949 -0.092 0.590 -0.257
H -2.79564 -5.14831 0.65802 0.058 0.030 -0.037
H -1.55564 -5.75482 -0.45450 0.123 0.248 0.072
H 0.95304 -2.63848 1.50801 0.142 -0.413 0.028
H 0.05553 -3.54106 2.79604 0.139 -0.289 -0.184
H -0.51726 -2.01924 2.12961 -0.426 -0.219 -0.155
C 5.01816 0.24488 -1.13944 0.134 -0.218 0.305
O 4.50328 -0.92087 -1.77821 -0.100 0.210 -0.417
C 3.31394 -1.34603 -1.37058 0.619 -0.360 -0.687
O 2.67235 -0.87151 -0.47469 -0.483 0.226 0.687
O 3.01197 -2.40673 -2.11141 0.078 0.258 0.305
C 1.85134 -3.11952 -1.74574 -0.856 -1.342 -0.165
H 5.86402 0.56613 -1.73832 0.011 -0.039 -0.014
H 5.35512 -0.06095 -0.14721 0.021 0.344 0.058
H 4.28257 1.04495 -1.07334 -0.098 -0.125 -0.002
H 1.01486 -2.91700 -2.41518 0.060 0.542 0.128
H 1.55823 -3.00277 -0.70525 0.099 0.439 -0.054
H 2.04949 -4.18576 -1.88450 0.362 0.132 -0.035
C -3.84677 -0.31092 3.76616 0.019 -0.536 0.430
O -4.00567 0.76711 2.85898 0.027 -0.301 0.244
C -2.89827 1.12970 2.22779 -0.486 0.588 -0.699
O -1.81782 0.61365 2.31827 0.686 -0.403 0.356
O -3.21403 2.14770 1.45215 -0.510 0.440 0.320
C -2.21943 3.05171 1.03103 0.853 0.650 -0.415
H -4.81341 -0.47385 4.23204 -0.061 0.066 -0.092
H -3.11665 -0.08583 4.54449 -0.016 0.206 -0.064
H -3.52267 -1.22980 3.27597 -0.056 0.098 -0.212
H -2.36544 3.24592 -0.02809 0.103 -0.282 -0.040
H -1.20505 2.70451 1.23284 -0.151 -0.263 -0.193
H -2.29343 4.01850 1.53698 -0.451 -0.213 0.273
C 0.16102 4.19799 -2.44139 0.470 -1.647 0.130
O 0.93654 4.91323 -1.47748 -0.163 1.585 -0.455
C 1.53119 4.25410 -0.52380 0.193 -1.783 0.045
O 1.26327 3.11309 -0.19572 -0.008 0.066 0.188
O 2.53014 4.95475 -0.01647 0.089 0.947 -0.434
C 3.44553 4.29102 0.82932 -0.040 -0.502 1.090
H 0.85456 3.62487 -3.06379 -0.002 0.223 -0.140
H -0.41880 4.86086 -3.06772 -0.017 0.358 0.355
H -0.42617 3.42563 -1.94317 -0.387 0.326 0.014
H 4.29252 4.94479 1.01634 -0.082 0.179 -0.380
H 3.78272 3.33921 0.42141 -0.070 0.072 -0.203
H 2.99139 4.09387 1.80442 -0.094 -0.088 -0.113

3.
74
Properties=species:S:1:pos:R:3:forces:R:3 method="wB97M-V/def2-TZVPD" charge=+1 e_homo_ev="-11.009 / -11.009" e_tot_ha=-3648.48182 relative_energy_kj_mol=100.1 homo_lumo_gap_ev="8.8 / 8.8" s2=8.752 fmax_ha_per_bohr=0.0482 spin_multiplicity=6
Mn -8.31288 16.75012 13.85257 -0.085 -0.481 -0.122
O -11.15967 13.49772 14.70068 0.551 0.156 -0.100
C -11.11135 13.50113 13.49938 -1.564 -0.293 0.470
O -11.93273 12.84293 12.70164 0.519 0.357 -0.406
B -11.60989 13.16046 11.27959 -0.273 0.045 -0.416
O -10.51786 14.21287 11.40215 0.369 -0.072 -0.248
C -10.20908 14.36556 12.62961 0.753 -0.390 0.358
O -9.28309 15.01462 13.09045 0.019 0.284 -0.207
O -12.66413 13.81136 10.49957 -0.521 -0.146 0.897
C -13.10426 12.93816 9.59655 0.511 -0.193 -1.330
O -14.08216 12.99372 8.92100 -0.127 0.312 0.341
C -11.99276 11.86440 9.44342 -0.693 -0.358 0.839
O -11.22338 11.97108 10.54186 0.439 0.449 0.073
O -11.90926 11.03930 8.59764 0.236 -0.001 -0.225
C -11.42402 17.19303 9.62669 0.081 0.529 -1.406
O -10.97279 17.33944 10.96816 0.380 -0.505 0.575
C -9.86441 17.98415 11.26486 -0.864 -0.323 -0.382
O -9.29542 17.78011 12.31278 0.284 0.569 0.018
O -9.51405 18.86805 10.36194 -0.244 0.005 -0.776
C -8.50135 19.79815 10.65451 1.092 0.969 1.221
H -12.36929 16.66415 9.63551 -0.027 0.047 0.301
H -10.72553 16.63791 8.99570 0.159 -0.241 0.485
H -11.50911 18.16286 9.13240 -0.323 0.025 0.274
H -8.74967 20.38352 11.54671 -0.254 -0.193 -0.035
H -8.37753 20.52007 9.85381 -0.327 -0.403 -0.390
H -7.53260 19.34575 10.87758 -0.158 -0.368 -0.241
C -12.59583 17.07417 14.87704 -0.943 0.152 -0.644
O -11.94750 17.49251 16.09244 -0.202 -0.349 -0.271
C -10.63651 17.38986 16.09668 -0.130 -0.361 0.902
O -9.93837 17.21373 15.12474 -0.135 0.123 -0.236
O -10.10554 17.44747 17.30375 0.054 0.004 -0.318
C -10.91589 17.66996 18.47521 0.636 0.240 0.388
H -12.84921 16.01334 14.85666 0.721 -0.150 0.327
H -11.99847 17.36501 14.01983 0.002 -0.096 -0.064
H -13.57711 17.54444 14.82477 0.275 0.465 0.235
H -11.92521 17.28428 18.40105 0.006 0.044 -0.195
H -10.87498 18.73832 18.68270 -0.387 -0.018 -0.012
H -10.37073 17.16847 19.27233 -0.135 -0.078 -0.006
C -6.04994 21.02547 14.08331 -0.400 1.195 -0.912
O -5.91601 20.00634 15.05633 0.397 0.324 0.202
C -6.75519 18.99928 15.07344 -0.033 0.289 0.765
O -7.60483 18.76950 14.24066 0.114 0.075 -0.156
O -6.61812 18.25093 16.14833 -0.120 -0.422 -0.549
C -5.72958 18.61494 17.19192 1.154 0.969 0.535
H -6.65816 20.73746 13.22759 0.125 -0.410 0.080
H -5.07375 21.36471 13.74481 0.181 -0.452 0.121
H -6.52672 21.91728 14.49534 -0.072 -0.273 0.409
H -5.63468 17.74815 17.83259 -0.304 0.082 0.199
H -6.04769 19.53135 17.69471 -0.620 -0.431 0.273
H -4.72030 18.92382 16.89520 -0.156 -0.573 -0.677
C -3.84329 17.79865 13.23947 0.323 1.560 -1.898
O -4.11529 16.43312 12.96644 0.208 -0.056 0.445
C -5.34015 16.05676 12.65930 0.086 -0.524 -0.428
O -6.35490 16.71051 12.81403 0.076 0.324 0.280
O -5.39501 14.87769 12.10115 -0.642 -0.037 -0.171
C -4.27079 14.04124 11.85627 0.646 -0.799 0.741
H -3.13604 17.96345 14.04209 -0.409 -0.453 0.493
H -4.72188 18.44386 13.21715 -0.288 -0.491 0.899
H -3.34412 18.20464 12.34442 0.280 -0.422 0.144
H -4.45783 13.45265 10.96423 -0.101 0.401 -0.230
H -4.19524 13.31485 12.67108 -0.100 0.166 0.064
H -3.32498 14.57313 11.83328 -0.135 0.200 -0.326
C -5.77352 12.46577 15.30568 0.135 -0.279 -0.753
O -6.49006 13.62597 14.82636 0.075 0.068 0.064
C -7.32822 14.26009 15.61439 -0.227 -0.809 0.117
O -7.66344 15.40446 15.39746 0.036 0.460 0.107
O -7.77756 13.52771 16.61448 0.273 -0.106 -0.263
C -8.67329 14.17120 17.51018 -0.793 0.811 0.426
H -4.91808 12.82942 15.86992 -0.035 -0.249 0.163
H -5.45198 11.96626 14.39231 0.212 0.146 0.088
H -6.37518 11.73366 15.83460 -0.212 0.391 0.291
H -8.95236 13.47214 18.29209 0.441 -0.135 -0.007
H -9.60851 14.47575 17.03315 0.250 -0.130 -0.384
H -8.19623 15.07172 17.90254 -0.057 -0.171 0.173

4.
71
Properties=species:S:1:pos:R:3:forces:R:3 method="wB97M-V/def2-TZVPD" e_homo_ev="-9.166 / -9.300" e_tot_ha=-2694.28001 relative_energy_kj_mol=22.2 homo_lumo_gap_ev="9.2 / 7.5" s2=8.756 fmax_ha_per_bohr=0.0160 spin_multiplicity=6
Ru 0.06432 1.23782 0.72582 0.222 0.137 -0.054
C 1.20274 4.52703 3.35487 0.007 -0.015 0.086
C 0.22427 3.57092 3.11636 -0.138 0.060 -0.153
N 0.10712 3.31188 1.80846 0.344 0.250 0.233
N 1.03772 4.09201 1.19404 -0.200 0.004 -0.180
C 1.69484 4.82453 2.09970 0.070 0.004 -0.045
B 1.26098 4.08585 -0.34718 0.047 -0.051 0.061
N 2.17091 2.89404 -0.76028 -0.165 -0.024 0.072
C 3.49605 2.87830 -0.93347 0.026 0.126 -0.070
C 3.90955 1.57066 -1.11706 0.096 -0.014 0.028
C 2.74402 0.82214 -1.01657 -0.245 0.035 -0.132
N 1.69000 1.62476 -0.81921 0.376 -0.155 0.049
N -0.10416 3.89913 -1.02039 0.027 -0.023 0.062
C -0.69934 4.66713 -1.94431 0.002 0.026 0.021
C -1.88381 4.06408 -2.31268 -0.069 -0.152 -0.015
C -1.92692 2.89022 -1.55152 -0.037 0.110 -0.010
N -0.85359 2.80456 -0.76776 -0.053 0.126 -0.219
H 1.51675 4.92671 4.30462 -0.031 -0.017 -0.081
H -0.40967 3.08490 3.83897 0.065 -0.018 -0.002
H 2.46748 5.51403 1.79168 -0.100 -0.065 0.008
H 1.76699 5.12306 -0.68607 0.005 -0.101 0.052
H 4.05728 3.80126 -0.93509 -0.056 -0.078 0.012
H 4.91269 1.21271 -1.28212 -0.087 0.038 -0.009
H 2.61513 -0.24955 -1.05141 0.006 0.081 0.034
H -0.23927 5.58654 -2.27428 -0.020 -0.101 0.048
H -2.60667 4.40770 -3.03465 0.064 -0.019 0.072
H -2.67923 2.11850 -1.54185 0.060 0.060 -0.006
O 0.98850 -3.05802 1.96091 0.053 -0.014 0.036
P 1.58768 -1.63262 1.54084 0.138 0.066 -0.105
O 2.89563 -1.72693 0.84889 -0.074 -0.066 0.055
O 0.42010 -0.95958 0.82448 -0.012 0.103 -0.102
O 1.76373 -0.91131 2.96327 0.055 -0.106 0.088
P 2.54517 0.54602 3.03239 -0.136 0.013 -0.137
O 4.03303 0.16967 2.64178 -0.037 -0.027 0.047
O 2.39776 1.08274 4.38766 -0.048 0.020 -0.042
O 1.89914 1.30713 1.87056 0.207 -0.167 0.119
H 1.67740 -3.62134 2.33729 -0.052 0.006 -0.042
H 4.02880 -0.46272 1.89390 -0.038 0.065 -0.024
N -1.45601 -0.60484 3.16491 -0.022 0.046 -0.057
N -0.84426 0.67995 2.97485 -0.002 -0.175 -0.192
H -1.17093 -0.96983 4.06616 0.019 -0.065 0.049
H -1.05861 -1.21564 2.45934 0.009 -0.027 -0.037
H 0.05148 0.74441 3.45586 -0.003 0.042 0.175
H -1.46538 1.35925 3.39037 -0.072 0.156 -0.051
C 0.87806 -3.54848 -1.77817 -0.003 0.004 0.005
C -0.39859 -3.87916 -1.01525 -0.078 0.013 -0.084
N -1.56621 -4.01656 -1.88953 0.047 0.041 0.047
C -1.61583 -5.16749 -2.79447 0.097 0.137 -0.036
C -1.22618 -4.83095 -4.22813 0.014 0.005 0.000
C -2.61378 -3.16491 -1.92578 0.011 0.087 -0.122
O -3.56195 -3.30067 -2.68836 -0.005 -0.154 0.106
C -2.64292 -1.98345 -0.99067 -0.055 -0.150 -0.044
C -3.72736 -1.83520 -0.13655 -0.181 -0.063 -0.028
C -3.84169 -0.68654 0.62027 -0.072 -0.003 0.014
C -2.86204 0.27957 0.49969 0.155 0.012 -0.285
N -1.79796 0.14226 -0.30527 -0.441 -0.374 0.587
C -1.70212 -0.97939 -1.03175 0.326 0.381 -0.062
H 1.68627 -3.32245 -1.08190 0.007 -0.008 0.028
H 0.72927 -2.67580 -2.41943 0.024 -0.034 0.018
H 1.19650 -4.38217 -2.40757 -0.023 0.050 0.005
H -0.59510 -3.11020 -0.27278 -0.018 -0.034 0.001
H -0.27424 -4.81728 -0.46992 -0.004 -0.016 0.029
H -2.63018 -5.55867 -2.78108 -0.074 -0.041 0.032
H -0.94987 -5.92301 -2.37762 0.020 -0.034 0.006
H -1.90552 -4.08100 -4.63112 0.007 -0.005 -0.002
H -1.29409 -5.72439 -4.85202 -0.001 0.028 0.020
H -0.20553 -4.45083 -4.28685 -0.038 -0.009 -0.003
H -4.48229 -2.61195 -0.08803 0.051 0.043 -0.025
H -4.66923 -0.53941 1.29943 0.017 0.014 -0.004
H -2.92554 1.20804 1.05458 0.027 0.004 0.065
H -0.83125 -1.05719 -1.67377 -0.007 0.010 0.089